Here is CAgF4O3P as an isolated structure from the OMol25 dataset. Energies are from the ωB97M-V functional and the def2-TZVPD basis.

Properties
Net charge ... +1
Spin multiplicity ... 2
Calculated total energy ... -31330.486 eV
Orbital gap (alpha / beta) ... 8.739 / 5.454 eV

```
10
Properties=species:S:1:pos:R:3:forces:R:3
C -2.533 -1.002 0.153 -1.042 -3.428 0.499
O -0.046 1.028 -0.141 -0.318 -0.633 0.540
O -1.641 -1.767 0.231 0.167 2.043 -0.320
O -3.620 -0.594 0.128 0.815 1.412 -0.215
Ag 0.466 2.775 -0.964 -1.251 1.909 -0.501
P 1.295 0.293 0.050 3.251 -3.524 1.753
F 2.050 1.594 -1.021 0.780 -0.721 -0.009
F 2.299 0.892 1.121 -1.121 -0.306 -1.503
F 1.021 -0.949 1.017 -0.745 1.916 -1.357
F 1.788 -0.659 -1.099 -0.538 1.332 1.113
```
Forces are in eV/Å.

---

Here is a 2-piece molecular cluster, CHN4S overall from the OMol25 dataset. Energies are from the ωB97M-V functional and the def2-TZVPD basis.

Properties
Net charge ... -1
Spin multiplicity ... 1
Calculated total energy ... -17846.372 eV
Orbital gap (alpha / beta) ... 6.792 / 6.727 eV

```
7
Properties=species:S:1:pos:R:3:forces:R:3
C -0.102 0.422 0.084 -0.026 0.511 -0.053
N -1.062 0.819 0.915 -0.334 -0.649 0.211
N 0.613 1.454 -0.358 0.583 -0.611 -0.386
N -0.915 2.132 0.986 -0.980 0.035 0.929
N 0.066 2.500 0.236 0.976 1.067 -0.261
S 1.434 3.584 2.634 -0.232 -0.148 -0.377
H 0.070 -0.596 -0.204 0.013 -0.203 -0.063
```
Forces are in eV/Å.

---

Here is a single C4H11NO2 molecule from the OMol25 dataset. Energies are from the ωB97M-V functional and the def2-TZVPD basis.

Properties
SMILES ... C[C@H](O)CNCO
Net charge ... 0
Spin multiplicity ... 1
Calculated total energy ... -9909.900 eV
Orbital gap ... 8.992 eV

```
18
Properties=species:S:1:pos:R:3:forces:R:3
C 2.151 -1.276 -0.542 -1.615 0.292 1.837
C 1.115 -0.181 -0.170 0.242 0.105 -0.698
O 1.596 0.662 0.884 -0.287 -0.719 -0.058
C -0.206 -0.857 0.165 -1.194 0.951 0.048
N -1.183 -0.045 0.926 1.624 -0.261 -2.529
C -2.082 0.747 0.069 -0.268 -1.948 1.115
O -1.510 0.969 -1.224 0.552 0.681 0.933
H 1.801 -1.850 -1.391 0.462 0.242 -0.576
H 3.111 -0.777 -0.579 0.426 -0.540 -0.528
H 2.074 -1.992 0.307 0.725 0.391 -0.377
H 0.910 0.462 -1.041 0.204 -0.110 0.164
H 2.497 0.865 0.629 0.246 0.254 0.173
H -0.682 -0.982 -0.810 0.193 -0.557 -0.030
H -0.039 -1.850 0.568 -0.116 -0.074 0.543
H -1.222 -0.220 1.904 -0.537 0.646 0.267
H -2.388 1.630 0.636 0.053 0.208 -0.413
H -2.935 0.113 -0.189 -0.647 0.220 0.416
H -2.063 1.638 -1.624 -0.063 0.220 -0.287
```
Forces are in eV/Å.

---

Question: Which of these has the lowest net charge?
Answer: CHN4S